[1]
A gas-phase ion, C2H3N4 (charge +1) at a distorted geometry, computed with ωB97M-V/def2-TZVPD.

```
9
Properties=species:S:1:pos:R:3
N -1.320 -0.537 -0.680
N -0.473 0.298 -0.353
C 0.473 1.023 -0.408
N 1.713 1.020 -0.234
C 2.757 0.732 0.718
N 2.177 -0.310 0.512
H -1.969 -0.742 0.062
H -1.653 -0.879 -1.576
H 3.549 1.420 1.150
```

For the electronic energy, the calculation gives -8068.97359 eV. The value obtained for the HOMO energy is -14.75 eV. The calculation puts the energy relative to the best compared isomer or geometry (same formula, charge and spin) at 2.6137 eV. The calculation puts the HOMO-LUMO gap at 0.3557 Eh. The charge is +1.

The molecule's natural (NBO) atomic charges, reported in e, are given here: atom 1 (N): -0.47, atom 2 (N): -0.06, atom 3 (C): 0.54, atom 4 (N): -0.35, atom 5 (C): 0.29, atom 6 (N): -0.10, atom 7 (H): 0.41, atom 8 (H): 0.43, atom 9 (H): 0.30

=====

[2]
2 unconnected molecules or ions with the total composition C3H5N3 at a distorted geometry, computed with ωB97M-V/def2-TZVPD.

```
11
Properties=species:S:1:pos:R:3
C 0.199 -1.027 -0.799
N 0.651 0.038 0.034
C 0.142 -0.091 1.319
N -0.628 0.892 1.636
N -0.695 1.732 0.509
C 0.085 1.223 -0.384
H 0.513 -0.902 -1.850
H -1.395 -0.428 -0.497
H 0.710 -1.967 -0.453
H 0.286 -0.990 1.911
H 0.132 1.519 -1.426
```

For the electronic energy, the calculation gives -7657.77451 eV. The value obtained for the HOMO energy is -10.01 eV. The calculation puts the energy relative to the best compared isomer or geometry (same formula, charge and spin) at 4.6810 eV. The calculation puts the HOMO-LUMO gap at 0.3692 Eh.

The molecule's natural (NBO) atomic charges, reported in e, are given here: atom 1 (C): -0.32, atom 2 (N): -0.46, atom 3 (C): 0.19, atom 4 (N): -0.27, atom 5 (N): -0.26, atom 6 (C): 0.18, atom 7 (H): 0.20, atom 8 (H): 0.10, atom 9 (H): 0.22, atom 10 (H): 0.21, atom 11 (H): 0.21

=====

[3]
A gas-phase ion, NO4S (charge -1) at a distorted geometry, computed with ωB97M-V/def2-TZVPD.

```
6
Properties=species:S:1:pos:R:3
O 1.499 1.435 0.071
S 1.024 0.186 0.567
O 1.389 -1.139 -0.648
N -0.723 -0.092 0.147
O -1.264 0.659 -0.626
O -1.226 -1.015 0.718
```

For the electronic energy, the calculation gives -20512.35800 eV. The value obtained for the HOMO energy is -4.35 eV. The calculation puts the energy relative to the best compared isomer or geometry (same formula, charge and spin) at 2.4481 eV. The calculation puts the HOMO-LUMO gap at 0.3062 Eh. The charge is -1.

The molecule's natural (NBO) atomic charges, reported in e, are given here: atom 1 (O): -0.95, atom 2 (S): 1.43, atom 3 (O): -1.01, atom 4 (N): 0.36, atom 5 (O): -0.42, atom 6 (O): -0.41

=====

[4]
11 unconnected molecules or ions with the total composition C23H58Cl12F3O27P6S at a distorted geometry, computed with ωB97M-V/def2-TZVPD.

```
130
Properties=species:S:1:pos:R:3
C 2.103 -0.374 1.528
F 2.988 -1.306 1.773
F 0.869 -0.675 1.976
F 2.473 0.757 2.103
S 2.040 -0.153 -0.388
O 3.361 0.262 -0.847
O 1.709 -1.459 -0.968
O 1.062 0.939 -0.566
C 0.499 8.953 3.192
O -0.732 8.340 3.651
P -1.543 7.332 2.712
O -2.797 6.769 3.328
O -1.745 8.196 1.382
C -2.237 7.498 0.224
O -0.351 6.322 2.349
C -0.722 4.954 2.169
H 0.657 8.916 2.114
H 1.384 8.548 3.685
H 0.458 10.020 3.408
H -3.064 8.124 -0.112
H -2.596 6.516 0.533
H -1.419 7.478 -0.495
H -0.124 4.489 1.386
H -1.743 4.844 1.805
H -0.480 4.414 3.084
C 0.307 -8.763 3.591
O -0.067 -7.739 2.697
P -1.213 -6.645 3.092
O -2.471 -7.178 3.663
O -1.396 -5.829 1.709
C -0.427 -5.027 1.184
O -0.479 -5.525 4.019
C -0.462 -5.677 5.431
H -0.381 -8.993 4.404
H 1.243 -8.496 4.081
H 0.346 -9.653 2.962
H -0.812 -4.008 1.227
H -0.098 -5.311 0.185
H 0.515 -4.990 1.732
H -0.760 -6.684 5.724
H -1.126 -4.924 5.855
H 0.547 -5.468 5.786
C -7.627 -1.743 5.552
O -6.416 -1.687 6.377
P -5.479 -3.006 6.440
O -4.498 -2.898 7.549
O -4.776 -3.146 4.943
C -3.876 -2.141 4.563
O -6.485 -4.288 6.527
C -5.853 -5.524 6.658
H -7.696 -0.854 4.925
H -8.492 -1.871 6.203
H -7.576 -2.587 4.864
H -4.031 -1.781 3.546
H -2.850 -2.506 4.611
H -3.877 -1.273 5.222
H -4.798 -5.592 6.391
H -6.398 -6.095 5.907
H -5.932 -5.947 7.660
C -0.587 4.596 -3.665
O -0.141 5.724 -4.436
P -1.121 6.522 -5.445
O -2.458 6.721 -4.869
O -0.261 7.904 -5.659
C 1.051 7.934 -6.193
O -0.987 5.791 -6.889
C -1.289 4.410 -6.959
H -0.110 3.691 -4.041
H -1.668 4.456 -3.687
H -0.314 4.666 -2.612
H 1.354 7.019 -6.703
H 1.779 8.174 -5.418
H 1.095 8.703 -6.964
H -1.789 4.094 -6.043
H -0.272 4.033 -7.064
H -1.875 4.133 -7.835
C -3.777 0.200 -1.198
O -4.418 0.799 -0.075
P -5.829 1.653 -0.197
O -6.759 1.016 -1.156
O -6.328 1.932 1.316
C -5.433 2.389 2.356
O -5.312 3.083 -0.692
C -6.242 4.154 -0.879
H -2.805 0.683 -1.294
H -4.342 0.364 -2.116
H -3.571 -0.841 -0.950
H -4.448 1.936 2.237
H -5.827 2.086 3.326
H -5.184 3.449 2.399
H -6.570 4.572 0.072
H -7.126 3.974 -1.491
H -5.768 4.871 -1.550
C 6.699 -7.582 -4.299
O 7.328 -7.685 -3.020
P 7.508 -6.303 -2.123
O 8.118 -5.138 -2.787
O 5.955 -6.127 -1.567
C 5.425 -4.869 -1.217
O 8.318 -6.804 -0.815
C 8.682 -5.878 0.195
H 7.405 -7.843 -5.087
H 6.414 -6.555 -4.529
H 5.805 -8.205 -4.326
H 4.352 -4.758 -1.378
H 5.991 -4.102 -1.746
H 5.625 -4.655 -0.167
H 7.969 -5.786 1.015
H 8.877 -4.873 -0.178
H 9.602 -6.207 0.678
C -0.467 -2.244 -5.632
Cl 0.012 -3.249 -7.016
Cl -1.793 -3.063 -4.795
Cl -0.959 -0.586 -6.075
H 0.372 -2.147 -4.944
C 6.848 2.036 1.714
Cl 5.967 3.607 1.388
Cl 6.941 1.812 3.446
Cl 8.590 2.082 1.256
H 6.305 1.157 1.369
C 5.283 -1.471 -5.947
Cl 4.214 -0.421 -6.990
Cl 6.991 -1.520 -6.520
Cl 4.761 -3.190 -5.661
H 5.292 -1.009 -4.960
C 4.406 4.116 -3.740
Cl 3.601 4.063 -5.286
Cl 4.449 5.777 -3.156
Cl 6.007 3.426 -3.891
H 3.787 3.447 -3.142
```

For the electronic energy, the calculation gives -305077.33830 eV. The value obtained for the HOMO energy is -6.46 eV. The calculation puts the energy relative to the best compared isomer or geometry (same formula, charge and spin) at 4.7893 eV. The calculation puts the HOMO-LUMO gap at 0.2997 Eh. The charge is -1.

Results of the Mulliken charge analysis, in e, for atoms 1 through 99: atom 1 (C): 0.51, atom 2 (F): -0.20, atom 3 (F): -0.20, atom 4 (F): -0.22, atom 5 (S): 1.03, atom 6 (O): -0.66, atom 7 (O): -0.65, atom 8 (O): -0.60, atom 9 (C): -0.63, atom 10 (O): -0.37, atom 11 (P): 1.03, atom 12 (O): -0.69, atom 13 (O): -0.32, atom 14 (C): -0.38, atom 15 (O): -0.23, atom 16 (C): -0.61, atom 17 (H): 0.29, atom 18 (H): 0.26, atom 19 (H): 0.27, atom 20 (H): 0.26, atom 21 (H): 0.12, atom 22 (H): 0.23, atom 23 (H): 0.30, atom 24 (H): 0.20, atom 25 (H): 0.26, atom 26 (C): -0.72, atom 27 (O): -0.32, atom 28 (P): 1.15, atom 29 (O): -0.70, atom 30 (O): -0.36, atom 31 (C): -0.68, atom 32 (O): -0.24, atom 33 (C): -0.64, atom 34 (H): 0.33, atom 35 (H): 0.27, atom 36 (H): 0.28, atom 37 (H): 0.31, atom 38 (H): 0.30, atom 39 (H): 0.27, atom 40 (H): 0.32, atom 41 (H): 0.18, atom 42 (H): 0.26, atom 43 (C): -0.61, atom 44 (O): -0.35, atom 45 (P): 1.06, atom 46 (O): -0.72, atom 47 (O): -0.20, atom 48 (C): -0.67, atom 49 (O): -0.32, atom 50 (C): -0.62, atom 51 (H): 0.23, atom 52 (H): 0.26, atom 53 (H): 0.32, atom 54 (H): 0.30, atom 55 (H): 0.20, atom 56 (H): 0.32, atom 57 (H): 0.27, atom 58 (H): 0.27, atom 59 (H): 0.26, atom 60 (C): -0.95, atom 61 (O): -0.06, atom 62 (P): 0.98, atom 63 (O): -0.69, atom 64 (O): -0.38, atom 65 (C): -0.59, atom 66 (O): -0.33, atom 67 (C): -0.52, atom 68 (H): 0.33, atom 69 (H): 0.41, atom 70 (H): 0.30, atom 71 (H): 0.28, atom 72 (H): 0.25, atom 73 (H): 0.26, atom 74 (H): 0.27, atom 75 (H): 0.21, atom 76 (H): 0.26, atom 77 (C): -0.69, atom 78 (O): -0.15, atom 79 (P): 0.76, atom 80 (O): -0.72, atom 81 (O): -0.34, atom 82 (C): -0.54, atom 83 (O): -0.01, atom 84 (C): -0.77, atom 85 (H): 0.30, atom 86 (H): 0.31, atom 87 (H): 0.21, atom 88 (H): 0.26, atom 89 (H): 0.27, atom 90 (H): 0.24, atom 91 (H): 0.28, atom 92 (H): 0.32, atom 93 (H): 0.26, atom 94 (C): -0.55, atom 95 (O): -0.39, atom 96 (P): 1.07, atom 97 (O): -0.63, atom 98 (O): -0.28, atom 99 (C): -0.65

=====

- Among the records above, which one has the highest HOMO energy?
  NO4S

=====

- Among the records above, which one has the highest HOMO energy?
  NO4S

=====

- Number 2 is which compound?
  C3H5N3

=====

Repeat the third record exactly.
A gas-phase ion, NO4S (charge -1) at a distorted geometry, computed with ωB97M-V/def2-TZVPD.

```
6
Properties=species:S:1:pos:R:3
O 1.499 1.435 0.071
S 1.024 0.186 0.567
O 1.389 -1.139 -0.648
N -0.723 -0.092 0.147
O -1.264 0.659 -0.626
O -1.226 -1.015 0.718
```

For the electronic energy, the calculation gives -20512.35800 eV. The value obtained for the HOMO energy is -4.35 eV. The calculation puts the energy relative to the best compared isomer or geometry (same formula, charge and spin) at 2.4481 eV. The calculation puts the HOMO-LUMO gap at 0.3062 Eh. The charge is -1.

The molecule's natural (NBO) atomic charges, reported in e, are given here: atom 1 (O): -0.95, atom 2 (S): 1.43, atom 3 (O): -1.01, atom 4 (N): 0.36, atom 5 (O): -0.42, atom 6 (O): -0.41